--- a ---
Density functional theory data (ωB97M-V/def2-TZVPD) for a cluster of 13 separate species, H26O13 in total.

```
39
Properties=species:S:1:pos:R:3:lowdin_charge:R:1
O -1.813 0.519 -2.565 -0.06
H -1.233 0.947 -3.208 0.04
H -2.701 0.739 -2.897 0.08
O -1.831 2.824 1.958 -0.06
H -0.890 2.667 1.762 0.00
H -1.821 2.290 2.769 0.04
O -4.032 0.470 1.547 -0.06
H -4.351 0.504 0.627 0.06
H -3.883 1.419 1.773 0.05
O 3.820 0.615 -0.702 -0.09
H 3.404 1.298 -1.296 0.06
H 3.081 0.354 -0.133 -0.01
O 0.189 -0.011 -0.996 -0.10
H 0.426 0.672 -0.360 0.01
H -0.540 -0.448 -0.476 0.06
O -0.421 2.358 -0.928 -0.09
H -0.802 3.268 -0.870 0.07
H -1.067 2.118 -1.635 0.03
O 1.728 -1.969 3.069 -0.05
H 1.840 -1.647 2.172 -0.02
H 2.094 -1.146 3.419 0.04
O -1.255 0.026 2.000 -0.04
H -2.139 -0.334 1.924 0.04
H -0.666 -0.510 2.541 0.05
O 2.820 -1.920 0.149 -0.06
H 1.936 -1.910 -0.270 0.03
H 3.164 -2.663 -0.354 0.06
O -0.873 -2.535 -2.073 -0.08
H -0.423 -2.353 -2.953 0.06
H -1.436 -1.753 -2.113 0.00
O 1.199 1.507 1.785 -0.03
H 0.257 1.597 1.900 -0.03
H 1.772 2.256 1.987 0.07
O 0.536 -0.269 -3.748 -0.07
H 0.378 0.053 -2.844 -0.02
H 1.491 -0.146 -3.756 0.05
O 0.097 -2.017 0.503 -0.08
H 0.115 -1.122 0.851 -0.01
H 0.509 -2.678 1.068 0.06
```

Its molecular weight is 234.195 g mol⁻¹. As for the HOMO energy: -10.39 eV.

---

--- b ---
Density functional theory data (ωB97M-V/def2-TZVPD) for a cluster of 13 separate species, H26O13 in total.

```
39
Properties=species:S:1:pos:R:3:lowdin_charge:R:1
O -2.024 -1.289 0.854 -0.04
H -2.695 -0.702 1.249 0.09
H -1.927 -1.930 1.548 0.07
O -0.842 2.274 1.140 0.00
H -1.330 2.018 1.887 0.04
H -1.450 2.302 0.400 0.05
O -0.497 -0.544 3.749 0.00
H -0.181 -1.306 3.252 0.04
H -1.255 -0.310 3.273 -0.03
O -0.252 -3.386 -0.073 0.00
H 0.000 -3.126 0.775 -0.01
H 0.396 -3.796 -0.612 0.04
O 2.233 0.652 2.058 -0.04
H 1.517 0.417 1.503 -0.06
H 2.457 1.514 1.746 -0.02
O 0.377 -0.115 0.342 -0.07
H -0.268 -0.794 0.531 0.01
H -0.207 0.659 0.217 0.02
O 0.145 -1.068 -2.264 -0.04
H -0.620 -0.734 -2.748 0.03
H 0.040 -0.684 -1.396 -0.05
O 0.624 1.834 -1.951 -0.02
H -0.153 1.317 -1.724 -0.02
H 0.436 2.746 -1.890 0.04
O 2.501 -1.842 -0.793 -0.07
H 2.412 -1.892 0.174 0.03
H 2.248 -0.933 -0.960 -0.03
O -1.772 0.793 -1.253 -0.02
H -2.411 0.433 -0.650 0.05
H -2.361 1.182 -1.869 0.08
O 1.805 3.108 0.707 -0.02
H 1.812 4.022 0.581 0.02
H 0.904 2.940 0.983 0.00
O -3.143 -2.215 -1.696 -0.09
H -2.665 -1.890 -0.898 -0.01
H -2.608 -2.698 -2.353 0.05
O 3.066 0.783 -1.563 -0.05
H 2.166 1.137 -1.437 -0.01
H 3.538 1.135 -0.838 0.02
```

Its molecular weight is 234.195 g mol⁻¹. As for the HOMO energy: -9.61 eV.

---

Of all the structures shown, which is most stable? b, and a is the least stable.